Entry from OMol25: a 20-piece molecular cluster, C20H80N40O20 overall (ωB97M-V with the def2-TZVPD basis set).

Element x y z (Å)
1 C -3.6878 -3.4235 -1.2696
2 O -3.4993 -3.3143 -0.1001
3 N -4.8274 -3.6764 -1.7977
4 N -2.8391 -3.1629 -2.2724
5 H -4.8185 -3.6291 -2.8066
6 H -5.5457 -4.1025 -1.2297
7 H -1.8818 -3.0218 -1.9828
8 H -3.0349 -2.7924 -3.1913
9 C 0.6806 -0.3581 0.1726
10 O 1.4418 -1.3496 0.2862
11 N -0.1961 -0.1247 1.1388
12 N 0.6226 0.5683 -0.7741
13 H -0.3478 -0.8416 1.8338
14 H -0.7527 0.6372 0.7785
15 H 0.0443 1.3963 -0.7679
16 H 1.2744 0.4004 -1.5272
17 C 2.9255 3.4733 1.4778
18 O 2.9712 3.9223 0.3864
19 N 2.7251 2.2039 1.6918
20 N 3.3046 4.2453 2.4389
21 H 2.9638 1.8494 2.6069
22 H 2.5460 1.5863 0.9129
23 H 3.5164 3.9128 3.3687
24 H 3.6135 5.1758 2.1961
25 C 1.0910 3.6015 -5.5227
26 O 1.1706 4.7617 -5.2522
27 N 1.3846 3.0057 -6.6026
28 N 0.4009 2.7697 -4.7786
29 H 1.4043 2.0028 -6.7209
30 H 1.7556 3.6481 -7.2880
31 H 0.2073 1.7889 -4.9224
32 H 0.2614 3.0917 -3.8315
33 C 3.5163 -0.0276 -6.9644
34 O 2.4070 0.3483 -7.2194
35 N 4.1071 -1.0767 -7.4671
36 N 4.3142 0.6292 -6.2137
37 H 3.4929 -1.6441 -8.0335
38 H 5.0625 -1.3567 -7.2969
39 H 3.7903 1.1670 -5.5381
40 H 5.2211 0.2997 -5.9155
41 C 2.5517 -4.4803 -0.2937
42 O 3.0309 -5.6192 -0.2944
43 N 3.1692 -3.4173 0.1294
44 N 1.4892 -4.0822 -1.0650
45 H 4.0945 -3.5284 0.5189
46 H 2.7201 -2.5179 0.2267
47 H 1.1166 -3.1717 -0.8362
48 H 0.8499 -4.6461 -1.6068
49 C -1.1363 2.5344 3.6015
50 O -1.5841 3.5785 3.1894
51 N 0.1241 2.4124 3.9066
52 N -1.8323 1.4531 3.8132
53 H 0.7888 3.1695 3.8351
54 H 0.5540 1.5331 4.1557
55 H -1.3845 0.7708 4.4082
56 H -2.8263 1.5344 3.6535
57 C 0.5709 -1.4044 4.8206
58 O -0.0453 -0.3656 4.8396
59 N -0.1055 -2.5038 5.1332
60 N 1.8492 -1.6070 4.6920
61 H -1.0470 -2.3036 5.4394
62 H 0.3217 -3.4187 5.1115
63 H 2.2297 -2.5424 4.7068
64 H 2.4814 -0.8344 4.5388
65 C -1.5152 0.1016 -4.2930
66 O -1.0990 0.4303 -5.3412
67 N -2.7028 0.2798 -3.9268
68 N -0.8270 -0.3837 -3.3042
69 H -2.7341 0.2369 -2.9182
70 H -3.5188 0.4027 -4.5093
71 H 0.1381 -0.6367 -3.4608
72 H -1.2840 -0.6964 -2.4595
73 C 5.1230 1.8260 -2.1607
74 O 4.8131 0.9316 -1.4291
75 N 4.4159 2.9038 -2.3008
76 N 6.1663 1.7078 -3.0136
77 H 4.6043 3.5022 -3.0923
78 H 3.6072 2.8446 -1.6986
79 H 6.4921 0.8457 -3.4267
80 H 6.3824 2.5757 -3.4830
81 C -3.3126 0.0894 -0.1761
82 O -3.1497 -0.1475 -1.3213
83 N -3.4455 -0.7814 0.8085
84 N -2.9451 1.2766 0.3181
85 H -3.6637 -0.3562 1.6983
86 H -3.5760 -1.6882 0.3834
87 H -3.4402 1.6526 1.1141
88 H -2.5453 1.9696 -0.2984
89 C -6.6187 2.6470 -1.3599
90 O -6.8879 1.9578 -0.4399
91 N -7.4879 3.2126 -2.1276
92 N -5.3983 2.8399 -1.8493
93 H -7.3152 3.2434 -3.1222
94 H -8.4350 3.2469 -1.7786
95 H -5.3132 3.0693 -2.8292
96 H -4.8846 2.1281 -1.3498
97 C -1.3120 -4.1753 2.1950
98 O -0.9232 -5.3088 2.4120
99 N -0.6529 -3.4118 1.3988
100 N -2.3020 -3.5799 2.7684
101 H 0.0980 -3.8219 0.8622
102 H -0.8072 -2.4145 1.4414
103 H -2.4817 -2.6090 2.5556
104 H -2.8980 -4.0759 3.4155
105 C -0.5298 4.2718 -1.5756
106 O -1.1030 3.2157 -1.5317
107 N -0.5929 5.1886 -2.5304
108 N 0.4482 4.6894 -0.8110
109 H 0.1754 5.8442 -2.5388
110 H -1.1069 4.9903 -3.3769
111 H 0.8565 5.6123 -0.8537
112 H 0.7943 4.1372 -0.0394
113 C 2.6643 -1.3430 -3.4152
114 O 2.2169 -0.2690 -3.8800
115 N 3.7972 -1.5090 -2.7790
116 N 1.9954 -2.4658 -3.4866
117 H 4.2168 -0.6156 -2.5648
118 H 3.9234 -2.3992 -2.3190
119 H 1.3493 -2.3308 -4.2511
120 H 2.4245 -3.3489 -3.2496
121 C -5.6339 1.1120 2.9731
122 O -4.5829 1.6601 2.8460
123 N -5.9579 0.5714 4.1398
124 N -6.6648 0.9510 2.2248
125 H -5.2173 0.5606 4.8265
126 H -6.7881 0.0055 4.2425
127 H -6.5405 1.4082 1.3328
128 H -7.4836 0.4580 2.5513
129 C 5.7727 -2.9059 2.1535
130 O 5.6718 -3.3337 1.0694
131 N 6.7750 -2.7605 2.9300
132 N 4.6865 -2.3639 2.6685
133 H 7.5773 -3.3413 2.7325
134 H 6.4220 -2.5863 3.8601
135 H 4.7000 -2.0175 3.6171
136 H 3.8645 -2.4409 2.0867
137 C 1.2569 1.1993 8.2183
138 O 1.6131 0.1601 8.7526
139 N 1.5645 2.3466 8.7557
140 N 0.7323 1.4651 7.0084
141 H 2.0739 2.3939 9.6266
142 H 1.1735 3.2458 8.5134
143 H 0.6888 0.7937 6.2551
144 H 0.7962 2.4589 6.8402
145 C -3.0335 -0.3469 6.6318
146 O -3.3510 -0.4153 5.4761
147 N -3.4144 -1.2141 7.5272
148 N -2.2100 0.4894 7.1293
149 H -3.8999 -2.0878 7.3825
150 H -3.1616 -0.9520 8.4693
151 H -1.9169 1.1910 6.4644
152 H -1.9121 0.5719 8.0908
153 C 0.6797 -3.0879 -6.5858
154 O 1.5879 -3.0079 -7.3887
155 N 0.2649 -2.0879 -5.8675
156 N 0.0058 -4.1717 -6.4357
157 H 0.5150 -1.1304 -6.0694
158 H -0.6509 -2.2040 -5.4578
159 H 0.1431 -4.9419 -7.0744
160 H -0.8055 -4.2749 -5.8431

Computed properties:
Energy relative to the best compared isomer or geometry (same formula, charge and spin) = 11.979 eV
Frontier orbital gap = 8.09 eV
Net charge = 0
E_HOMO = -8.4 eV
DFT total energy = -122604.79570 eV

Results of the Löwdin charge analysis, in e, for atoms 1 through 4: number 1, C, carries -0.76; number 2, O, carries 0.05; number 3, N, carries 0.18; number 4, N, carries 0.16

Entry from OMol25: a 20-piece molecular cluster, C20H80O20 overall (ωB97M-V with the def2-TZVPD basis set).

Element x y z (Å)
1 C -1.1978 4.4120 1.7577
2 O -2.1662 4.1118 0.7737
3 H -0.2371 4.3013 1.2548
4 H -1.3286 5.3571 2.2848
5 H -1.2356 3.6865 2.5704
6 H -2.8376 3.5745 1.2004
7 C 4.5108 1.6309 0.3395
8 O 3.8442 0.8422 -0.6814
9 H 4.9496 0.9828 1.0981
10 H 5.3837 2.0809 -0.1334
11 H 3.9427 2.4119 0.8449
12 H 4.4248 0.1267 -0.9508
13 C 1.5016 -5.4483 1.8161
14 O 1.1452 -4.4143 2.7226
15 H 1.3204 -5.1177 0.7934
16 H 2.5735 -5.6346 1.8834
17 H 0.9567 -6.3524 2.0877
18 H 1.4681 -3.5399 2.4930
19 C -3.3455 2.6049 -5.9272
20 O -3.5237 2.4646 -4.5143
21 H -3.7058 1.7583 -6.5115
22 H -3.8086 3.5372 -6.2502
23 H -2.2856 2.7962 -6.0952
24 H -4.4448 2.6299 -4.3000
25 C -2.6752 -2.6532 -2.4721
26 O -3.3808 -3.8297 -2.5898
27 H -2.4745 -2.0829 -3.3791
28 H -3.4146 -2.0218 -1.9795
29 H -1.7869 -2.6277 -1.8409
30 H -3.1310 -4.4243 -1.8787
31 C -0.8188 0.6042 -5.1284
32 O -1.5079 0.7945 -3.8884
33 H -0.3595 1.5508 -5.4135
34 H -0.0462 -0.1490 -4.9735
35 H -1.4487 0.3509 -5.9812
36 H -2.2108 1.3861 -4.1669
37 C 0.8948 -4.3885 -2.1278
38 O 1.8013 -3.4972 -1.5712
39 H 1.3153 -5.2001 -2.7215
40 H 0.2642 -4.7796 -1.3294
41 H 0.1758 -3.8636 -2.7569
42 H 1.2915 -2.8684 -1.0552
43 C -4.2754 3.1080 3.4351
44 O -3.9293 2.5173 2.1858
45 H -5.3300 2.8380 3.4913
46 H -3.7781 2.5972 4.2596
47 H -4.1800 4.1854 3.5700
48 H -4.3068 1.6346 2.1854
49 C -5.8038 -0.2299 2.5220
50 O -4.7843 -0.1064 1.5469
51 H -5.4671 0.2894 3.4192
52 H -6.7152 0.1381 2.0507
53 H -6.1001 -1.2303 2.8375
54 H -5.0636 -0.2889 0.6468
55 C -4.8872 3.0456 -1.1956
56 O -6.0929 3.7355 -1.6235
57 H -4.3703 2.5625 -2.0247
58 H -4.2288 3.7189 -0.6467
59 H -5.0753 2.2370 -0.4892
60 H -6.4103 3.2464 -2.3861
61 C 3.5106 -1.8608 1.2561
62 O 2.1880 -2.0545 1.7027
63 H 3.8825 -2.8744 1.1063
64 H 3.5332 -1.4211 0.2590
65 H 4.0738 -1.3305 2.0240
66 H 1.8051 -1.1768 1.7712
67 C 6.2125 -2.1176 -1.4179
68 O 6.0530 -0.7859 -1.6358
69 H 6.8563 -2.3092 -0.5595
70 H 5.1854 -2.4633 -1.3010
71 H 6.6359 -2.6425 -2.2743
72 H 6.9411 -0.4904 -1.8492
73 C -1.6765 4.3166 -2.7204
74 O -1.5455 5.6113 -2.2054
75 H -1.2308 4.2883 -3.7147
76 H -1.1690 3.6328 -2.0400
77 H -2.7344 4.0550 -2.7443
78 H -1.7274 5.4782 -1.2722
79 C -2.5626 -6.3231 0.3784
80 O -2.9983 -4.9724 0.0084
81 H -2.9904 -7.1309 -0.2154
82 H -1.5187 -6.3921 0.0724
83 H -2.6324 -6.4826 1.4544
84 H -2.4518 -4.3999 0.5518
85 C -1.8213 -1.9221 1.5312
86 O -1.3649 -3.2495 1.5769
87 H -0.9713 -1.2406 1.5655
88 H -2.3032 -1.7523 0.5683
89 H -2.6545 -1.7824 2.2199
90 H -0.5481 -3.2650 2.0810
91 C -0.7309 0.9634 3.9821
92 O -1.6279 0.7509 4.9985
93 H 0.0381 1.6848 4.2581
94 H -0.2252 0.0435 3.6885
95 H -1.2080 1.2741 3.0526
96 H -1.6539 1.5622 5.5110
97 C 4.9207 0.0800 5.0949
98 O 6.2635 -0.0773 5.5603
99 H 4.8221 0.1744 4.0134
100 H 4.3209 -0.7663 5.4296
101 H 4.4737 0.9746 5.5283
102 H 6.7180 -0.8303 5.1755
103 C 4.4863 3.7891 4.0333
104 O 5.0729 4.9466 3.5733
105 H 3.4582 4.0395 4.2946
106 H 4.5952 3.1058 3.1911
107 H 4.9124 3.3454 4.9332
108 H 4.9563 5.5734 4.2909
109 C 0.2081 0.5267 -0.8700
110 O 1.0603 0.6515 0.2511
111 H 0.0193 1.5487 -1.1985
112 H 0.6421 0.0085 -1.7250
113 H -0.6998 -0.0198 -0.6147
114 H 1.9671 0.7677 -0.0417
115 C 3.8684 -1.2374 -4.6596
116 O 4.1587 -1.0253 -6.0179
117 H 4.0128 -2.2722 -4.3488
118 H 4.6117 -0.6791 -4.0906
119 H 2.9077 -0.8529 -4.3170
120 H 4.0816 -0.0947 -6.2409

Computed properties:
Energy relative to the best compared isomer or geometry (same formula, charge and spin) = 8.967 eV
Frontier orbital gap = 9.48 eV
Net charge = 0
E_HOMO = -9.2 eV
DFT total energy = -62977.21485 eV

Results of the Löwdin charge analysis, in e, for atoms 1 through 4: number 1, C, carries -0.15; number 2, O, carries -0.13; number 3, H, carries 0.08; number 4, H, carries 0.08

Entry from OMol25: a 25-piece molecular cluster, C20H85N2O26PS overall (ωB97M-V with the def2-TZVPD basis set).

Element x y z (Å)
1 C 2.2565 4.9482 2.3632
2 C 1.7195 3.4902 1.8431
3 C 0.7640 3.7757 0.5707
4 C -0.2127 2.5284 0.1776
5 C 0.0979 2.0223 -1.3553
6 C -1.0768 0.9965 -1.7434
7 C -0.7352 -0.0798 -2.8902
8 C 0.7897 -0.5848 -2.9605
9 C 1.1868 -1.7444 -1.8888
10 C 0.7590 -1.4362 -0.3635
11 C -0.6618 -2.1742 -0.0157
12 C -1.3555 -1.5273 1.3122
13 C -2.8341 -2.1651 1.5281
14 C -4.0088 -1.1716 0.9680
15 C -4.3344 0.0443 1.9880
16 C -3.9312 1.4967 1.3989
17 C -5.0428 2.1653 0.4491
18 C -4.7592 3.7663 0.3787
19 N -4.3699 4.9125 0.2554
20 C -5.0068 1.6154 -1.0853
21 C -4.8115 2.8529 -2.1258
22 N -4.8274 3.8236 -2.8524
23 P -6.6680 0.7814 -1.5911
24 O -6.7307 0.9454 -3.3070
25 O -7.9755 1.6777 -0.9667
26 S -6.7269 -1.1166 -1.2028
27 H 2.3682 5.6453 1.4470
28 H 1.4364 5.4232 3.0316
29 H 3.2539 4.8832 2.9245
30 H 2.5929 2.8371 1.4644
31 H 1.2078 2.9028 2.6935
32 H 0.1859 4.7735 0.6884
33 H 1.4711 3.9272 -0.3397
34 H -1.3093 2.8833 0.1898
35 H -0.0324 1.5986 0.8405
36 H 1.1520 1.5800 -1.3130
37 H 0.0843 2.9859 -1.9907
38 H -1.9646 1.6377 -2.1433
39 H -1.4919 0.4338 -0.8289
40 H -1.4531 -0.9923 -2.7606
41 H -1.0210 0.3825 -3.9162
42 H 1.5608 0.2830 -2.9775
43 H 0.9098 -1.0878 -4.0042
44 H 2.3395 -1.8592 -1.9286
45 H 0.7102 -2.7536 -2.1737
46 H 1.5403 -1.9738 0.3094
47 H 0.7793 -0.3300 -0.0652
48 H -0.3920 -3.2797 0.2277
49 H -1.3759 -2.2082 -0.9175
50 H -0.7256 -1.8593 2.2114
51 H -1.3586 -0.3776 1.2791
52 H -2.8966 -3.1064 0.8579
53 H -2.9707 -2.4274 2.6314
54 H -4.9584 -1.8227 0.9274
55 H -3.6429 -0.8155 -0.0595
56 H -5.4480 -0.0253 2.3121
57 H -3.7211 -0.1448 2.9549
58 H -2.8785 1.4321 0.9162
59 H -3.7939 2.1895 2.3237
60 H -6.1230 2.0342 0.8232
61 H -4.1049 0.9105 -1.2870
62 H -6.4466 0.0904 -3.7122
63 H -8.1072 1.4403 -0.0189
64 O 3.7128 -3.2517 -0.5959
65 H 4.5024 -2.7342 -0.8010
66 H 4.0538 -4.0160 -0.1157
67 O 3.1165 7.5930 2.0053
68 H 2.5513 8.2982 2.3435
69 H 2.9707 7.6153 1.0508
70 O -9.7934 -3.3565 -0.8915
71 H -9.9509 -3.8831 -1.6867
72 H -9.0621 -2.7744 -1.1389
73 O 0.1261 -0.4277 3.5597
74 H 0.4045 -1.1244 4.1685
75 H -0.5271 0.0747 4.0639
76 O 4.9536 -2.2542 1.3584
77 H 5.3041 -2.5055 2.2253
78 H 4.0033 -2.4069 1.4367
79 O 7.0769 -3.8781 3.1883
80 H 7.8663 -3.3616 2.9826
81 H 7.4177 -4.6475 3.6718
82 O 3.1839 0.4459 2.6906
83 H 3.5424 0.2063 3.5548
84 H 2.2366 0.2938 2.7807
85 O -6.1027 -1.1003 -5.5641
86 H -5.5390 -0.5519 -6.1256
87 H -6.8938 -1.2465 -6.0988
88 O 7.5763 -6.5669 3.4867
89 H 7.2015 -7.3963 3.8083
90 H 7.5747 -6.6661 2.5240
91 O 5.1474 6.4826 -0.3422
92 H 5.5866 7.3379 -0.2528
93 H 5.2247 6.0877 0.5363
94 O -1.9144 -3.3068 -3.1054
95 H -2.6834 -2.9641 -3.5803
96 H -1.7698 -4.1803 -3.4945
97 O 7.1516 -1.2665 -0.8186
98 H 7.4250 -0.4173 -0.4460
99 H 6.8625 -1.7771 -0.0485
100 O -5.7340 7.3504 -1.3095
101 H -5.5445 7.4102 -2.2542
102 H -5.3861 6.4845 -1.0559
103 O 10.0502 -1.2319 -1.2027
104 H 10.4000 -1.4825 -0.3387
105 H 9.0959 -1.3855 -1.1237
106 O 0.8674 8.0772 0.3588
107 H 0.6747 7.8373 -0.5570
108 H 0.0085 8.3331 0.7188
109 O 5.1453 2.5843 3.3085
110 H 4.5953 1.9280 2.8551
111 H 4.5947 3.3773 3.3254
112 O -9.2130 -6.2072 -0.4660
113 H -10.0070 -6.7517 -0.3937
114 H -9.5527 -5.3017 -0.5192
115 O -1.7381 -5.2177 -0.9426
116 H -1.7577 -4.9647 -0.0113
117 H -2.0092 -4.4169 -1.4063
118 O -3.7018 -4.2518 3.3786
119 H -3.3558 -4.5044 4.2447
120 H -4.6537 -4.3994 3.4556
121 O 6.1760 -6.4118 0.5244
122 H 5.6129 -5.7080 0.8703
123 H 6.0381 -6.3726 -0.4313
124 O 2.8289 1.1224 5.1968
125 H 3.2698 1.9786 5.2840
126 H 2.9077 0.7280 6.0754
127 O 4.0475 -6.6199 -1.5991
128 H 3.2782 -6.2727 -2.0692
129 H 4.1885 -7.4908 -1.9921
130 O 2.1552 0.6814 -5.2389
131 H 2.0021 0.1518 -6.0316
132 H 2.8766 1.2758 -5.4898
133 O 4.1459 2.6359 -4.0453
134 H 4.4207 3.4831 -3.6720
135 H 3.8564 2.1251 -3.2779

Computed properties:
Frontier orbital gap = 9.47 eV
Net charge = 0
E_HOMO = -9.6 eV
DFT total energy = -98454.13524 eV

Results of the Löwdin charge analysis, in e, for atoms 1 through 4: number 1, C, carries -0.13; number 2, C, carries -0.24; number 3, C, carries -0.21; number 4, C, carries -0.20